Here is the ion C5H9N2OS with charge +1 in a non-equilibrium geometry from OMol25. Energies are from ωB97M-V/def2-TZVPD.

Last column: Löwdin charge in e.
CARTESIAN COORDINATES (ANGSTROEM)
C: 1.4691 0.5599 -0.3468  -0.21
C: 1.1959 -0.3862 0.7648  -0.11
C: 0.3892 1.5849 -0.2997  -0.17
C: -0.8216 -1.4422 -0.4865  -0.08
C: -0.4061 -0.4824 0.6933  -0.26
N: -0.7411 0.9401 0.3634  -0.50
N: -2.2925 -1.4435 -0.4794  0.10
O: -2.8901 -0.3582 -0.3465  -0.22
S: -2.2577 1.4102 0.3820  1.18
H: 2.5478 0.8873 -0.2275  0.16
H: 1.6103 -0.0171 -1.1607  0.07
H: 1.6274 -1.4032 0.5526  0.15
H: 1.3881 0.0830 1.7448  0.14
H: 0.8762 2.4504 0.1765  0.14
H: -0.0213 1.8770 -1.3325  0.16
H: -0.4487 -1.0083 -1.4200  0.15
H: -0.4823 -2.4980 -0.2584  0.16
H: -0.7428 -0.7535 1.6806  0.15

Its largest force on an atom is 0.0737 Eh/bohr. The value obtained for the HOMO energy is -13.761 eV. For the energy relative to the best compared isomer or geometry (same formula, charge and spin), the calculation gives 5.9715 eV. The calculation puts the LUMO energy at -6.2 eV. Its total charge is +1.

=====

Here is a cluster of 2 separate species, C7H13NO in total in a non-equilibrium geometry from OMol25. Energies are from ωB97M-V/def2-TZVPD.

Last column: Löwdin charge in e.
CARTESIAN COORDINATES (ANGSTROEM)
C: -1.9934 -1.1011 0.5926  0.06
C: -1.3484 -0.1438 -0.0597  -0.32
C: -1.8816 1.2548 -0.1751  -0.06
C: 0.0222 -0.3818 -0.6650  -0.48
C: 0.0590 -0.1371 -2.1734  -0.03
O: 0.5541 -1.6254 -0.3811  -0.09
H: -2.9890 -0.9450 0.9791  0.06
H: -1.6376 -2.1193 0.5982  0.06
H: -2.1972 1.4617 -1.1985  0.08
H: -2.7391 1.4001 0.4787  0.08
H: -1.1174 1.9895 0.0852  0.07
H: 0.7218 0.3794 -0.1649  0.11
H: -0.6464 -0.8045 -2.6641  0.09
H: 1.0531 -0.3687 -2.5486  0.08
H: -0.2022 0.8877 -2.4183  0.07
H: 0.9168 -1.5682 0.6081  0.10
C: 2.3324 -0.6959 1.5907  -0.03
C: 2.1196 0.5962 1.3776  -0.25
N: 2.2312 1.8075 1.4237  0.17
H: 2.4506 -1.0462 2.6043  0.08
H: 2.8548 -1.2561 0.8188  0.09
H: 1.4367 2.4162 1.2917  0.07

Its largest force on an atom is 0.0581 Eh/bohr. The value obtained for the HOMO energy is -9.277 eV. For the energy relative to the best compared isomer or geometry (same formula, charge and spin), the calculation gives 2.9874 eV. The calculation puts the LUMO energy at 0.7 eV. Its total charge is 0.

=====

Here is a cluster of 3 separate species, C42H87ClN3O6P in total in a non-equilibrium geometry from OMol25. Energies are from ωB97M-V/def2-TZVPD.

Last column: Mulliken spin population.
CARTESIAN COORDINATES (ANGSTROEM)
C: 4.0600 7.2258 14.0026  0.00
C: 4.1574 7.7612 12.5742  0.00
C: 2.8984 7.4931 11.7461  0.00
C: 2.8627 6.0846 11.1563  0.00
C: 1.5430 5.7671 10.4362  0.00
C: 1.5384 6.1504 8.9372  0.00
C: 1.2117 4.9536 8.0426  0.00
C: 1.0341 5.3440 6.5710  0.00
C: 0.3736 4.2146 5.7469  0.00
C: 1.0537 3.9426 4.3893  0.00
C: 1.1382 2.4553 4.0259  0.00
C: 2.2909 2.1310 3.0250  0.00
C: 1.7083 1.7816 1.6616  0.00
C: 2.6666 1.4154 0.5131  0.00
Cl: 4.4075 1.4796 1.0037  0.00
O: 2.2965 0.1501 0.0678  0.00
C: 3.1387 -0.4997 -0.8594  0.00
C: 2.5481 -1.9070 -1.2117  0.00
N: 1.3607 -2.1690 -0.4202  0.00
C: 3.6810 -2.9719 -1.1812  0.00
C: 3.6033 -4.0432 -0.0944  0.00
C: 3.9437 -3.5984 1.3314  0.00
C: 5.1573 -2.6862 1.4761  0.00
C: 6.4933 -3.3151 1.0604  0.00
C: 7.5428 -2.2306 0.7903  0.00
C: 7.3516 -1.5338 -0.5438  0.00
O: 8.2868 -0.4728 -0.7046  0.00
C: 7.7346 0.7815 -0.3836  0.00
P: 3.2260 0.3418 -2.5336  0.00
O: 4.5899 -0.3775 -3.1199  0.00
O: 3.7470 1.8837 -2.2754  0.00
H: 4.9320 7.5360 14.5793  0.00
H: 3.1754 7.6072 14.5107  0.00
H: 4.0503 6.1359 14.0142  0.00
H: 5.0225 7.2986 12.0935  0.00
H: 4.3544 8.8337 12.6118  0.00
H: 2.8582 8.2123 10.9232  0.00
H: 2.0166 7.6416 12.3728  0.00
H: 2.9991 5.3539 11.9578  0.00
H: 3.7056 5.9648 10.4715  0.00
H: 1.3312 4.7033 10.5499  0.00
H: 0.7386 6.2998 10.9461  0.00
H: 2.5219 6.5458 8.6822  0.00
H: 0.7732 6.9059 8.7565  0.00
H: 2.0343 4.2355 8.1029  0.00
H: 0.3088 4.4635 8.4124  0.00
H: 2.0169 5.5724 6.1555  0.00
H: 0.4272 6.2494 6.5313  0.00
H: -0.6659 4.4925 5.5750  0.00
H: 0.3886 3.3036 6.3459  0.00
H: 2.0445 4.3970 4.3752  0.00
H: 0.4602 4.4353 3.6156  0.00
H: 1.2672 1.8572 4.9277  0.00
H: 0.1979 2.1546 3.5617  0.00
H: 2.9110 3.0228 2.9609  0.00
H: 2.8569 1.2976 3.4312  0.00
H: 1.0533 2.5849 1.3245  0.00
H: 1.0794 0.8997 1.7988  0.00
H: 2.5703 2.1551 -0.2788  0.00
H: 4.1291 -0.6814 -0.4379  0.00
H: 2.1830 -1.8687 -2.2444  0.00
H: 1.5728 -2.2822 0.5595  0.00
H: 0.8633 -2.9798 -0.7562  0.00
H: 3.6696 -3.4971 -2.1396  0.00
H: 4.6566 -2.4849 -1.1414  0.00
H: 2.6106 -4.4963 -0.0990  0.00
H: 4.2962 -4.8378 -0.3772  0.00
H: 3.1006 -3.1024 1.8194  0.00
H: 4.1295 -4.4993 1.9239  0.00
H: 5.0243 -1.7451 0.9411  0.00
H: 5.2356 -2.4157 2.5317  0.00
H: 6.3835 -3.9401 0.1731  0.00
H: 6.8648 -3.9105 1.8940  0.00
H: 7.4903 -1.4752 1.5805  0.00
H: 8.5543 -2.6366 0.8167  0.00
H: 6.3403 -1.1197 -0.6324  0.00
H: 7.5038 -2.2238 -1.3755  0.00
H: 6.9742 1.0789 -1.1172  0.00
H: 7.2577 0.7627 0.6010  0.00
H: 8.5316 1.5195 -0.3858  0.00
H: 5.3918 0.0677 -2.8323  0.00
H: 4.6218 2.0744 -2.6185  0.00
C: -0.7453 -0.5010 -2.7001  0.04
C: -2.1142 -0.2711 -2.0184  0.00
C: -2.8412 -1.5944 -1.7361  0.05
C: -3.5356 -2.2174 -2.9449  -0.03
C: -4.4308 -1.1943 -3.6389  0.07
C: -3.6687 0.0663 -4.0341  0.01
N: -2.9744 0.6402 -2.8357  0.36
O: -3.8046 1.2925 -2.0939  0.55
C: -2.6926 -0.2760 -5.1742  0.03
C: -4.6244 1.1072 -4.6047  -0.01
C: -1.7945 0.3724 -0.6725  -0.01
H: -0.7384 -0.2685 -3.7601  -0.01
H: 0.0148 0.1474 -2.2648  0.00
H: -0.3943 -1.5265 -2.5848  0.00
H: -3.6005 -1.4183 -0.9672  0.00
H: -2.1262 -2.2966 -1.3025  0.00
H: -2.8012 -2.6308 -3.6424  0.00
H: -4.1460 -3.0601 -2.6118  0.00
H: -4.8864 -1.6359 -4.5289  -0.02
H: -5.2563 -0.9313 -2.9695  0.00
H: -2.0714 0.5838 -5.4299  -0.02
H: -3.2677 -0.5515 -6.0588  0.00
H: -2.0414 -1.1190 -4.9563  0.00
H: -5.4338 1.3411 -3.9166  0.00
H: -5.0653 0.7193 -5.5228  0.00
H: -4.0960 2.0322 -4.8405  0.00
H: -1.3710 1.3689 -0.8067  -0.01
H: -1.0533 -0.2499 -0.1677  0.00
H: -2.6717 0.4566 -0.0329  0.00
C: -8.9257 -5.0103 -7.2942  0.02
C: -7.9907 -3.8296 -7.6627  0.01
C: -7.6123 -3.8409 -9.1516  0.02
C: -6.5282 -4.8451 -9.5409  -0.02
C: -5.3111 -4.6945 -8.6305  0.02
C: -5.6758 -4.8137 -7.1524  0.03
N: -6.7628 -3.8414 -6.8093  0.39
O: -6.2832 -2.6527 -6.6593  0.54
C: -6.0709 -6.2708 -6.8520  0.02
C: -4.4675 -4.5170 -6.2770  -0.04
C: -8.7926 -2.5601 -7.3956  0.00
H: -8.4279 -5.8127 -6.7615  -0.01
H: -9.7193 -4.6720 -6.6280  0.00
H: -9.3952 -5.4382 -8.1806  0.00
H: -7.2584 -2.8421 -9.4257  0.00
H: -8.5165 -4.0165 -9.7369  0.00
H: -6.9181 -5.8659 -9.5092  0.00
H: -6.2302 -4.6666 -10.5757  0.00
H: -4.5580 -5.4479 -8.8708  0.00
H: -4.8486 -3.7195 -8.8136  0.00
H: -6.4163 -6.3787 -5.8228  -0.01
H: -5.1962 -6.9083 -6.9802  0.00
H: -6.8362 -6.6638 -7.5163  0.00
H: -4.0327 -3.5422 -6.4911  0.00
H: -3.6910 -5.2632 -6.4456  0.00
H: -4.7382 -4.5449 -5.2199  0.01
H: -8.9967 -2.4410 -6.3314  0.00
H: -9.7447 -2.6383 -7.9221  0.00
H: -8.2831 -1.6657 -7.7478  0.00

Its largest force on an atom is 0.0306 Eh/bohr. The value obtained for the HOMO energy (alpha / beta) is -7.898 / -8.568 eV. Its expectation value of S² is 2.008. Its spin multiplicity is 3. The calculation puts the LUMO energy (alpha / beta) at 0.5 / 0.3 eV. Its total charge is 0.

=====

Here is a structure of composition C45H72ClFeGeN4O4P3S3 in a non-equilibrium geometry from OMol25. Energies are from ωB97M-V/def2-TZVPD.

Last column: Mulliken spin population.
CARTESIAN COORDINATES (ANGSTROEM)
Fe: 0.5880 1.5092 0.4129  3.53
C: -2.0100 4.2362 -1.1574  0.02
C: -2.7691 3.3210 -0.1853  -0.01
C: -4.0131 4.0300 0.3478  0.00
P: -1.5522 2.6659 1.0763  0.13
C: -2.5227 1.2815 1.8962  -0.06
N: -2.7880 0.1935 1.0242  0.45
Ge: -0.8427 -1.1449 0.1195  0.01
N: -0.9917 -1.5660 -1.7880  0.03
C: 0.0447 -1.1551 -2.6966  0.05
P: 0.9233 0.3997 -2.2123  0.10
C: 2.4045 0.2403 -3.3629  0.03
C: 3.5564 -0.5048 -2.6758  0.00
C: 2.1458 -0.4233 -4.7176  0.00
C: -0.1472 1.7214 -3.0248  -0.05
C: -0.0245 1.9827 -4.5221  0.00
C: -1.6079 1.4377 -2.6603  0.00
C: -1.7926 -2.6053 -2.1830  -0.01
C: -1.6317 -3.3379 -3.3687  0.00
C: -2.4410 -4.4279 -3.6413  0.00
C: -3.4182 -4.8343 -2.7455  0.00
C: -3.6082 -4.1055 -1.5814  0.00
C: -2.8349 -2.9866 -1.3256  0.00
N: -3.0577 -2.1430 -0.1625  0.02
C: -4.1012 -1.1847 -0.3168  0.21
C: -5.2128 -1.3764 -1.1140  -0.13
C: -6.2750 -0.4813 -1.0598  0.23
C: -6.2393 0.5949 -0.1672  -0.08
C: -5.1208 0.8331 0.5876  0.19
C: -3.9788 -0.0072 0.4826  0.04
C: -3.1475 -2.9336 1.0432  0.02
C: -4.3218 -3.2209 1.7128  0.01
C: -4.3144 -4.1533 2.7413  0.00
C: -3.1361 -4.8192 3.0497  0.00
C: -1.9526 -4.5224 2.3934  0.01
C: -1.9201 -3.5218 1.4121  0.01
N: -0.8145 -3.0575 0.7595  0.02
C: 0.4502 -3.7626 0.8629  0.00
P: 1.8382 -2.6278 0.4106  0.01
C: 3.0441 -3.8450 -0.3515  0.00
C: 3.3617 -5.1158 0.4397  0.00
C: 2.4863 -4.2343 -1.7304  0.00
C: 2.4940 -2.1222 2.0893  0.00
C: 3.7038 -2.8645 2.6495  0.00
C: 1.3774 -2.1065 3.1361  0.00
C: -1.6461 3.9856 2.3990  0.01
C: -1.6935 3.4629 3.8352  0.01
C: -0.4929 4.9795 2.2103  0.00
H: -2.5848 4.4022 -2.0699  0.00
H: -1.0415 3.8115 -1.4254  0.00
H: -1.8262 5.2098 -0.7000  0.00
H: -3.0988 2.4268 -0.7223  0.00
H: -3.8024 5.0651 0.6157  0.00
H: -4.4433 3.5355 1.2187  0.00
H: -4.7766 4.0453 -0.4316  0.01
H: -3.4172 1.7092 2.3544  0.01
H: -1.8391 0.9355 2.6796  -0.01
H: -0.3593 -0.9930 -3.7027  0.00
H: 0.8233 -1.9283 -2.7683  0.00
H: 2.7170 1.2759 -3.5376  0.01
H: 3.3875 -1.5810 -2.7138  0.00
H: 3.6651 -0.2245 -1.6326  0.00
H: 4.4944 -0.3021 -3.1971  0.00
H: 1.9818 -1.4947 -4.6047  0.00
H: 3.0337 -0.2919 -5.3386  0.00
H: 1.3034 -0.0023 -5.2577  0.00
H: 0.1587 2.6407 -2.5077  0.00
H: -0.4286 1.1572 -5.1091  0.00
H: 1.0010 2.1732 -4.8355  0.00
H: -0.6139 2.8693 -4.7661  0.00
H: -1.9957 0.6034 -3.2452  0.00
H: -2.2271 2.3108 -2.8725  0.00
H: -1.7061 1.1821 -1.6018  0.03
H: -0.8594 -3.0721 -4.0778  0.00
H: -2.2877 -4.9807 -4.5592  0.00
H: -4.0311 -5.7007 -2.9511  0.00
H: -4.3674 -4.3996 -0.8673  0.00
H: -5.2789 -2.2480 -1.7478  0.00
H: -7.1496 -0.6488 -1.6729  0.00
H: -7.0996 1.2438 -0.0699  0.00
H: -5.1134 1.6679 1.2719  0.00
H: -5.2501 -2.7504 1.4111  0.00
H: -5.2288 -4.3859 3.2693  0.00
H: -3.1401 -5.5848 3.8145  0.00
H: -1.0539 -5.0668 2.6478  0.00
H: 0.4447 -4.5784 0.1291  0.00
H: 0.6252 -4.1980 1.8496  0.00
H: 3.9624 -3.2669 -0.5009  0.00
H: 2.4608 -5.5615 0.8637  0.00
H: 4.0713 -4.9434 1.2429  0.00
H: 3.8046 -5.8494 -0.2376  0.00
H: 1.7828 -5.0633 -1.6414  0.00
H: 3.2945 -4.5535 -2.3901  0.00
H: 1.9601 -3.4052 -2.2043  0.00
H: 2.8050 -1.0914 1.9142  0.00
H: 3.4472 -3.8780 2.9581  0.00
H: 4.0495 -2.3228 3.5325  0.00
H: 4.5324 -2.9069 1.9404  0.00
H: 1.0952 -3.1184 3.4278  0.00
H: 0.4899 -1.5796 2.7829  0.00
H: 1.7241 -1.5999 4.0324  0.00
H: -2.5803 4.5117 2.2102  0.00
H: -0.8529 2.8179 4.0671  0.00
H: -2.6171 2.9248 4.0463  0.00
H: -1.6467 4.3144 4.5158  0.00
H: 0.4367 4.5463 2.5735  0.00
H: -0.6893 5.8842 2.7879  0.00
H: -0.3711 5.2635 1.1621  0.00
C: 5.6375 2.2758 2.2423  0.00
C: 5.3132 1.1942 1.2173  0.00
S: 3.6706 1.3066 0.4179  0.04
C: 4.1125 2.4547 -0.9409  0.00
C: 2.9307 3.2436 -1.4667  -0.01
S: 1.8614 3.9229 -0.1602  0.02
C: 3.0099 4.9812 0.8122  0.01
C: 3.7688 4.3572 1.9816  -0.01
S: 5.5325 3.9958 1.6514  0.00
H: 6.6705 2.1549 2.5707  0.00
H: 4.9814 2.1886 3.1011  0.00
H: 5.3140 0.2249 1.7192  0.00
H: 6.0450 1.1727 0.4101  0.00
H: 4.5705 1.8723 -1.7442  0.00
H: 4.8541 3.1321 -0.5310  0.00
H: 2.2569 2.6201 -2.0546  0.00
H: 3.2784 4.0659 -2.0923  0.00
H: 2.3505 5.7627 1.1882  0.00
H: 3.6903 5.4308 0.0880  0.00
H: 3.3089 3.4374 2.3077  0.00
H: 3.7642 5.0476 2.8231  0.00
O: 1.5060 3.1294 3.8868  0.00
Cl: 1.4798 1.7097 3.7865  0.01
O: 0.7770 1.1348 4.8678  0.00
O: 2.8022 1.1864 3.6734  0.00
O: 0.7416 1.3578 2.5447  0.07

Its largest force on an atom is 0.0248 Eh/bohr. The value obtained for the HOMO energy (alpha / beta) is -9.216 / -9.278 eV. For the energy relative to the best compared isomer or geometry (same formula, charge and spin), the calculation gives 0.0000 eV. Its expectation value of S² is 8.804. Its spin multiplicity is 6. The calculation puts the LUMO energy (alpha / beta) at -2.0 / -4.2 eV. Its total charge is +1.

=====

Here is a cluster of 2 separate species, C4H3NO6 in total in a non-equilibrium geometry from OMol25. Energies are from ωB97M-V/def2-TZVPD.

Last column: Löwdin charge in e.
CARTESIAN COORDINATES (ANGSTROEM)
C: -2.1535 1.3318 0.1151  -0.74
C: 3.0787 0.9679 -0.2940  -0.78
C: -0.9890 0.4373 -0.3692  -0.01
C: 1.9125 0.7048 0.6830  -0.21
N: -1.1401 -0.8348 -0.1115  -0.18
O: -2.9246 0.8257 0.9517  -0.09
O: 3.1987 1.9247 -1.0082  -0.01
O: -2.3092 2.3884 -0.5212  -0.08
O: 3.7687 -0.0253 -0.0369  -0.04
O: -0.6019 -1.8190 -0.6931  -0.16
O: 1.9307 1.2193 1.8102  -0.07
H: -0.4829 0.8086 -1.3577  0.16
H: 1.2763 -0.2833 0.7600  0.12
H: -1.7386 -0.9177 0.6520  0.11

Its largest force on an atom is 0.0792 Eh/bohr. The value obtained for the HOMO energy is -1.289 eV. For the energy relative to the best compared isomer or geometry (same formula, charge and spin), the calculation gives 3.3442 eV. The calculation puts the LUMO energy at 6.4 eV. Its total charge is -2.